{
  "formula": "C7H16N2",
  "method": "the ωB97M-V functional and the def2-TZVPD basis",
  "symbols": ["C", "C", "C", "C", "H", "H", "H", "H", "H", "H", "H", "H", "H", "H", "C", "N", "C", "C", "N", "H", "H", "H", "H", "H", "H"],
  "coordinates": [[1.635578, 1.501308, 0.109390], [2.542430, 1.139329, 1.238557], [1.516218, 0.683884, -1.021428], [-0.622475, 1.270552, 1.347094], [1.253173, 2.512126, 0.081181], [3.559958, 1.487553, 1.019971], [2.585476, 0.058547, 1.376035], [2.234675, 1.596881, 2.179239], [0.589415, -0.216769, -0.691885], [2.336158, -0.008363, -1.203909], [1.184852, 1.160960, -1.939411], [0.004993, 1.713657, 2.112079], [-1.005540, 2.027319, 0.667817], [-1.463113, 0.759785, 1.819591], [-1.633628, -1.315486, -0.876435], [-2.173168, -2.602186, -0.919700], [-0.392884, -1.143499, -0.077481], [-2.230394, -0.245156, -1.422820], [0.191532, -2.031190, 0.616349], [-2.964377, -2.717840, -1.532992], [-1.496710, -3.344590, -1.022243], [-0.339680, -2.901667, 0.716896], [-0.327907, 0.195697, 0.675756], [-1.823697, 0.742780, -1.282013], [-3.160884, -0.323632, -1.969638]],
  "forces_ev_per_angstrom": [[0.4143, -0.7623, -1.1711], [0.0099, -0.0215, 0.0939], [1.1351, 1.5227, 0.5259], [-0.3657, -1.8166, -0.9651], [-0.2323, -0.0737, 0.0484], [-0.0846, 0.0166, 0.0149], [-0.0246, 0.0101, -0.0248], [0.0278, -0.0107, -0.0347], [-1.5439, -0.8093, 0.9641], [-0.1925, -0.3337, 0.2504], [-0.3757, -0.0973, 0.0946], [0.2129, -0.2427, -0.0906], [-0.0439, 0.0437, 0.0232], [-0.1980, 0.3111, 0.2537], [-0.5677, 0.2545, 0.0914], [0.0882, -0.0460, 0.1172], [1.4514, -0.2755, -1.5102], [0.1280, -0.2600, 0.1655], [-0.0953, -0.0218, 0.1240], [0.0520, 0.0213, -0.0377], [-0.0334, 0.0380, -0.0269], [-0.1205, 0.0868, -0.0061], [0.2389, 2.4910, 1.1197], [0.0998, 0.0334, 0.0622], [0.0199, -0.0582, -0.0817]],
  "total_energy_ev": -10493.352,
  "lumo_energy_ev": [0.60, 0.60],
  "homo_energy_ev": [-7.635, -7.635],
  "gap_ev": [8.23, 8.23]
}